(1)
{"formula": "F10N5O20S10Zr", "method": "wB97M-V/def2-TZVPD", "s2": 0.777, "largest_force_ev_per_a": 13.19, "spin_multiplicity": 2, "e_homo_ev": [-12.38, -12.37], "molar_mass_g_mol": 991.889, "elements": ["Zr", "S", "S", "S", "S", "S", "S", "S", "S", "S", "S", "F", "F", "F", "F", "F", "F", "F", "F", "F", "F", "O", "O", "O", "O", "O", "O", "O", "O", "O", "O", "O", "O", "O", "O", "O", "O", "O", "O", "O", "O", "N", "N", "N", "N", "N"], "coordinates": [[0.064, 0.082, 0.009], [3.454, -1.001, -0.154], [-1.744, -0.073, -2.970], [-2.578, -1.991, 1.141], [-0.617, -2.832, 1.665], [-0.730, -2.241, -2.473], [-1.438, 3.108, -0.809], [2.705, -0.428, -2.206], [2.036, 2.307, 1.577], [1.163, 0.935, 3.162], [-2.294, 2.362, 1.164], [0.627, -2.555, -1.621], [1.866, 2.337, -0.039], [0.163, -0.356, 3.366], [2.945, -1.047, 1.364], [-0.384, 2.422, -1.883], [0.979, -2.583, 1.394], [-3.189, -0.760, 0.347], [-1.956, 1.114, 2.118], [-2.748, 0.863, -2.139], [1.548, 0.337, -3.086], [1.401, 3.589, 1.824], [-2.786, -0.958, -3.450], [-2.619, 3.310, -1.650], [3.472, 2.081, 1.767], [-3.691, 2.012, 1.015], [4.596, -0.091, -0.082], [-0.688, -2.871, 3.137], [-3.102, -3.053, 0.326], [-3.240, -1.844, 2.421], [-1.890, 3.417, 2.026], [2.311, 0.328, 3.797], [-0.758, 4.322, -0.344], [2.860, -1.679, -2.969], [-0.643, -4.068, 0.907], [-1.129, 0.843, -3.908], [3.733, 0.572, -2.435], [3.726, -2.435, -0.376], [-1.561, -3.364, -2.010], [0.327, 1.900, 3.875], [-0.278, -2.341, -3.834], [-0.833, -0.600, -1.710], [-0.963, -1.448, 0.956], [1.022, 0.888, 1.613], [-1.087, 1.787, -0.003], [1.949, -0.295, -0.818]], "lowdin_spin": [0.00, -0.01, 0.00, 0.00, 0.00, 0.00, 0.00, -0.02, 0.00, 0.00, 0.00, 0.00, 0.00, 0.00, 0.00, 0.00, 0.00, 0.00, 0.00, 0.00, 0.07, 0.00, 0.00, 0.00, 0.00, 0.00, 0.23, 0.00, 0.00, 0.00, 0.00, 0.00, 0.00, 0.18, 0.00, 0.00, 0.57, 0.02, 0.00, 0.00, 0.00, 0.00, 0.00, 0.00, 0.00, -0.03]}

***

(2)
{"formula": "F12NaP2", "method": "wB97M-V/def2-TZVPD", "largest_force_ev_per_a": 2.71, "charge": -1, "e_homo_ev": -9.35, "molar_mass_g_mol": 312.914, "elements": ["P", "P", "Na", "F", "F", "F", "F", "F", "F", "F", "F", "F", "F", "F", "F"], "coordinates": [[2.658, 0.724, 0.224], [-2.692, -0.452, -0.287], [0.136, -1.360, 0.606], [2.847, -0.909, -0.044], [2.388, 2.296, 0.414], [4.078, 0.778, 1.033], [1.920, 0.392, 1.616], [-1.889, -1.812, -0.791], [-3.627, 0.802, 0.289], [1.341, 0.598, -0.738], [-3.920, -1.491, 0.017], [-3.190, -0.229, -1.819], [3.450, 0.971, -1.163], [-2.134, -0.706, 1.211], [-1.366, 0.398, -0.570]], "mulliken_charge": [1.20, 1.14, 0.86, -0.37, -0.34, -0.36, -0.33, -0.38, -0.36, -0.34, -0.36, -0.35, -0.37, -0.36, -0.28]}

***

(3)
{"formula": "F16N8Na4O32S16", "method": "wB97M-V/def2-TZVPD", "largest_force_ev_per_a": 9.33, "charge": -4, "e_homo_ev": -1.76, "molar_mass_g_mol": 1533.024, "elements": ["S", "S", "S", "S", "S", "S", "S", "S", "S", "S", "S", "S", "S", "S", "S", "S", "Na", "Na", "Na", "Na", "F", "F", "F", "F", "F", "F", "F", "F", "F", "F", "F", "F", "F", "F", "F", "F", "O", "O", "O", "O", "O", "O", "O", "O", "O", "O", "O", "O", "O", "O", "O", "O", "O", "O", "O", "O", "O", "O", "O", "O", "O", "O", "O", "O", "O", "O", "O", "O", "N", "N", "N", "N", "N", "N", "N", "N"], "coordinates": [[22.881, 18.586, -9.215], [16.140, 15.288, -8.256], [20.855, 10.256, -9.586], [23.250, 16.771, -7.544], [14.502, 13.898, -9.262], [22.864, 9.110, -10.022], [17.387, 19.958, -6.142], [19.688, 5.390, -5.713], [18.215, 8.128, -2.341], [21.246, 7.357, -5.586], [21.100, 16.667, -1.383], [17.538, 18.075, -4.560], [21.159, 15.267, 0.512], [20.196, 11.443, -5.248], [20.359, 13.736, -6.166], [16.643, 6.403, -2.031], [18.534, 8.413, -7.293], [18.235, 12.958, -9.726], [17.485, 13.298, -4.511], [19.992, 13.744, -2.652], [20.168, 15.120, -5.456], [15.284, 6.251, -1.163], [18.612, 9.556, -1.619], [18.537, 16.842, -4.394], [21.050, 13.710, 0.930], [17.535, 16.018, -8.633], [18.424, 20.508, -7.233], [20.527, 11.634, -8.805], [18.072, 5.296, -5.639], [21.393, 8.564, -6.601], [19.876, 10.831, -3.812], [21.937, 19.891, -9.244], [14.534, 12.685, -10.301], [24.487, 9.398, -9.845], [22.666, 16.244, -6.150], [20.653, 16.428, -2.907], [13.575, 14.805, -9.881], [22.213, 6.408, -6.087], [21.773, 13.655, -6.308], [15.257, 16.429, -8.171], [17.162, 21.135, -5.343], [22.414, 17.133, -1.653], [14.189, 13.176, -8.063], [22.723, 7.870, -9.289], [19.403, 7.377, -2.120], [22.535, 15.504, 0.843], [16.620, 14.591, -7.086], [19.511, 13.921, -7.320], [23.056, 15.620, -8.430], [20.068, 4.888, -4.426], [20.031, 17.498, -0.946], [24.548, 17.172, -7.113], [17.339, 5.257, -1.497], [17.903, 8.587, -3.687], [21.585, 11.135, -5.208], [16.305, 17.401, -4.912], [19.947, 4.558, -6.856], [21.486, 7.985, -4.314], [20.146, 9.281, -8.809], [16.353, 19.462, -7.007], [22.520, 17.941, -10.447], [20.085, 15.842, 1.320], [24.223, 19.087, -9.066], [22.890, 9.101, -11.449], [16.149, 6.427, -3.376], [19.289, 10.670, -6.102], [20.383, 10.542, -10.900], [17.488, 18.645, -3.235], [17.089, 7.855, -1.375], [18.450, 18.827, -5.576], [22.522, 10.395, -9.217], [16.148, 14.390, -9.515], [19.688, 6.951, -5.991], [19.682, 12.820, -4.896], [22.144, 17.894, -7.811], [20.935, 15.051, -0.997]], "mulliken_charge": [1.02, 0.93, 0.81, 1.09, 1.07, 0.99, 0.98, 0.93, 1.18, 0.91, 0.94, 0.96, 0.95, 0.66, 0.68, 1.12, 1.06, 0.86, 1.00, 1.22, -0.10, -0.34, -0.38, -0.14, -0.32, -0.29, -0.28, -0.08, -0.32, -0.11, -0.28, -0.27, -0.30, -0.38, -0.19, -0.18, -0.57, -0.65, -0.41, -0.53, -0.64, -0.53, -0.55, -0.53, -0.54, -0.61, -0.33, -0.33, -0.60, -0.55, -0.53, -0.62, -0.60, -0.43, -0.52, -0.60, -0.67, -0.55, -0.55, -0.55, -0.60, -0.59, -0.60, -0.63, -0.53, -0.32, -0.57, -0.64, -0.44, -0.08, -0.14, -0.34, -0.10, -0.28, -0.21, -0.32]}